Entry from the Open Molecules 2025 dataset: 5 unconnected molecules or ions with the total composition C10H21N3O2 (ωB97M-V/def2-TZVPD).

Geometry as XYZ:
```
36
Properties=species:S:1:pos:R:3
C 3.0212 -2.1124 1.2664
C 2.6680 -2.5456 -0.0776
N 2.4276 -2.8934 -1.2136
H 4.0963 -2.0109 1.4142
H 2.6387 -2.8248 1.9974
H 2.6017 -1.1321 1.4925
C 2.1965 1.6075 0.0938
C 2.4107 1.5808 1.5769
N 2.5480 1.5266 2.6966
H 1.8734 0.5991 -0.1648
H 3.1208 1.8127 -0.4463
H 1.4916 2.4010 -0.1544
C -0.8499 -2.1709 -2.0342
C -1.9853 -2.6603 -2.8496
N -2.8987 -3.0867 -3.4252
H -0.1723 -2.9714 -1.7372
H -1.2091 -1.6428 -1.1509
H -0.3020 -1.4243 -2.6090
C -2.7839 1.8486 -1.1180
C -1.3094 2.2872 -1.3459
O -0.6191 1.1597 -1.8130
H -3.3999 2.7180 -0.8881
H -2.9833 1.0298 -0.4267
H -3.1452 1.4131 -2.0496
H -0.8276 2.7486 -0.4840
H -1.1987 3.0208 -2.1445
H -0.5252 1.0237 -2.7587
C -0.5660 -0.1705 2.9830
C -1.1312 0.4208 1.6873
O -0.4901 -0.3630 0.6551
H -0.7267 0.3839 3.9076
H 0.5009 -0.3334 2.8304
H -0.9778 -1.1450 3.2455
H -0.8080 1.4563 1.5809
H -2.2179 0.3450 1.6470
H -0.4680 0.1041 -0.1832
```

Properties
**Lowest unoccupied orbital energy**: 0.25 eV
**E**: -708.30183 a.u.
**Energy above the lowest of the compared OMol25 structures with the same formula, charge and spin**: 5.1 kcal/mol
**Frontier orbital gap**: 0.399 Ha
**Charge**: 0
**SMILES string**: CC#N.CC#N.CC#N.CCO.CCO

---

Entry from the Open Molecules 2025 dataset: C10H21N5O4 in the gas phase (ωB97M-V/def2-TZVPD).

Geometry as XYZ:
```
40
Properties=species:S:1:pos:R:3
H -2.9194 4.1437 -2.1460
N -2.7326 4.5528 -1.2701
C -2.1946 3.7063 -0.3416
N -1.9600 4.4810 0.8450
N -1.7162 2.3329 -0.3922
C -2.4198 1.6754 -1.5418
C -2.5582 0.1171 -1.2600
C -1.0741 -0.1780 -1.2608
C -0.8311 -1.6706 -0.7250
N 0.5588 -1.9181 -0.4094
C 1.0811 -1.5903 0.8163
O 0.4351 -0.9569 1.5997
C 2.4585 -2.0615 1.2245
N 3.3525 -2.5729 0.0179
C 3.1603 -0.9639 2.0626
C 3.3338 0.4823 1.6961
O 2.6365 -0.9725 3.3707
C -1.2895 -2.5508 -1.8076
O -0.7057 -3.1697 -2.7886
O -2.6104 -2.8339 -1.6167
H -1.1530 4.0754 1.2310
H -1.6332 5.4792 0.8152
H -1.6154 1.6550 0.5969
H -1.6127 1.7589 -2.3945
H -3.4465 2.1541 -1.7050
H -3.1092 -0.0980 -0.2485
H -3.1942 -0.4041 -2.0631
H -0.6302 -0.0632 -2.2274
H -0.6139 0.4709 -0.4743
H -1.3582 -1.8983 0.1871
H 1.2083 -2.4588 -0.9289
H 2.2735 -3.0243 1.6514
H 3.9980 -3.3788 0.1668
H 4.0441 -1.8083 -0.3832
H 4.1983 -1.2848 2.1975
H 2.2787 0.9651 1.6063
H 4.1582 0.8827 2.5670
H 3.6604 0.4738 0.6242
H 1.6724 -0.5358 3.3505
H -3.1303 -3.0130 -0.6420
```

Properties
**Lowest unoccupied orbital energy**: -0.14 eV
**E**: -968.21653 a.u.
**Energy above the lowest of the compared OMol25 structures with the same formula, charge and spin**: 155.4 kcal/mol
**Frontier orbital gap**: 0.322 Ha
**Charge**: 0
**SMILES string**: [H]/N=C(/N)NCCC[C@H](NC(=O)[C@@H](N)[C@@H](C)O)C(=O)O

---

Entry from the Open Molecules 2025 dataset: C10H21N5O4 in the gas phase (ωB97M-V/def2-TZVPD).

Geometry as XYZ:
```
40
Properties=species:S:1:pos:R:3
H -0.5579 1.9559 -0.6842
N -0.0249 2.3008 -1.5647
C 1.2903 2.2150 -1.4701
N 2.0628 2.7614 -2.4057
N 1.8533 1.2604 -0.5946
C 2.8019 0.3471 -1.0222
C 2.3003 -0.7543 -1.9564
C 1.3898 -1.6588 -1.0605
C -0.0638 -1.3143 -1.0455
N -0.5594 -2.1171 0.0541
C -1.2517 -1.7955 1.1886
O -1.8903 -2.6641 1.8352
C -1.0314 -0.3806 1.7289
N -1.1473 0.8167 0.8022
C -2.0487 -0.2131 2.9092
C -1.8297 0.8576 3.9018
O -3.3518 -0.1467 2.3645
C -0.9804 -1.3679 -2.3126
O -1.5758 -2.3468 -2.6740
O -0.8615 -0.2314 -3.0514
H 3.0153 2.5100 -2.5535
H 1.7388 3.5586 -2.8986
H 1.1143 1.1383 0.0389
H 3.1575 -0.1580 -0.0924
H 3.6206 0.8961 -1.3852
H 1.6073 -0.3329 -2.7669
H 3.1940 -1.1795 -2.3924
H 1.7499 -1.7635 0.0674
H 1.5194 -2.6689 -1.3274
H -0.0743 -0.2808 -0.8478
H -0.8409 -3.0233 -0.2321
H -0.0183 -0.3856 2.1823
H -2.1405 0.7954 0.5509
H -1.0558 1.7184 1.3043
H -1.8910 -1.2502 3.5336
H -2.0702 1.8237 3.5793
H -2.5151 0.7426 4.7409
H -0.7240 0.8123 4.1707
H -3.5654 -1.0071 2.0638
H -0.3454 0.5301 -2.6782
```

Properties
**Lowest unoccupied orbital energy**: 0.42 eV
**E**: -968.34492 a.u.
**Energy above the lowest of the compared OMol25 structures with the same formula, charge and spin**: 74.8 kcal/mol
**Frontier orbital gap**: 0.336 Ha
**Charge**: 0
**SMILES string**: [H]/N=C(/N)NCCC[C@H](NC(=O)[C@@H](N)[C@@H](C)O)C(=O)O

---

Entry from the Open Molecules 2025 dataset: 4 unconnected molecules or ions with the total composition C10H21N6O5 (ωB97M-V/def2-TZVPD).

Geometry as XYZ:
```
42
Properties=species:S:1:pos:R:3
C -2.5875 2.2494 0.8912
C -2.4197 2.3578 -0.2977
C -1.8260 2.4070 -1.6789
C -0.6127 3.3098 -1.7951
C 0.5479 2.8969 -0.8550
C 0.6159 1.4227 -0.6236
O 1.9750 1.0050 -0.1895
C 1.9154 -0.3132 0.0286
O 2.5107 -1.0694 -0.6860
H -2.6383 2.3140 1.9293
H -2.6056 2.8121 -2.3108
H -1.6438 1.3929 -2.0026
H -0.9347 4.2879 -1.4413
H 1.4931 3.2653 -1.2319
H 0.3946 3.3524 0.1353
H -0.0604 1.1515 0.1770
H 0.3475 0.8506 -1.5039
H 1.3355 -0.6339 0.8998
C 4.5093 4.3441 -0.8071
O 3.5633 5.0994 -0.8872
N 5.7642 4.7012 -1.2550
N 4.4333 3.0900 -0.2713
H 6.5635 4.1011 -1.2040
H 5.8618 5.6130 -1.6564
H 3.5400 2.7673 0.0661
H 5.2217 2.4777 -0.2034
C -0.2249 -3.2461 1.3874
O -0.7534 -2.1581 1.4782
N -0.6595 -4.3415 2.1028
N 0.8456 -3.4833 0.5705
H -0.2334 -5.2460 2.0390
H -1.4463 -4.2102 2.7185
H 1.1933 -2.7129 0.0217
H 1.2975 -4.3734 0.4969
C -4.3296 -4.3418 1.2448
O -4.1339 -4.1211 2.4284
N -3.3608 -4.8603 0.4353
N -5.5316 -4.0917 0.6408
H -3.4875 -5.0622 -0.5370
H -2.4712 -5.0406 0.8642
H -6.2579 -3.7039 1.2113
H -5.7105 -4.2597 -0.3296
```

Properties
**Lowest unoccupied orbital energy**: 2.33 eV
**E**: -1098.35702 a.u.
**Frontier orbital gap**: 0.131 Ha
**Charge**: -1

---

Entry from the Open Molecules 2025 dataset: a molecular structure, C10H21NO15Y (ωB97M-V/def2-TZVPD).

Geometry as XYZ:
```
48
Properties=species:S:1:pos:R:3
Y -10.7194 -19.2348 -15.5786
O -9.8262 -22.3260 -13.0536
C -10.2556 -21.7177 -14.1212
O -9.5459 -21.2223 -15.0101
O -11.3684 -21.0860 -14.1156
H -8.8766 -22.2448 -13.1683
O -7.8134 -19.2509 -18.9937
C -7.9104 -18.7132 -17.8759
O -7.0944 -17.8079 -17.6832
O -8.9115 -19.0817 -17.1991
H -6.9556 -18.8208 -19.0218
O -7.6729 -17.1053 -12.7590
C -8.0298 -17.4220 -14.0275
O -8.9724 -18.2499 -14.2354
O -7.4250 -16.8387 -14.9542
H -7.0666 -16.3976 -12.9896
O -11.2121 -14.8620 -16.8802
C -10.5015 -15.9001 -16.8201
O -9.2626 -15.6480 -17.1068
O -10.8888 -16.9775 -16.3998
H -10.4211 -14.3181 -16.8726
C -13.8366 -17.4324 -12.8339
C -13.2680 -18.2987 -13.9356
C -13.7133 -17.9214 -15.3620
O -12.9945 -18.7209 -16.3117
C -13.4117 -18.3764 -17.5809
N -11.8096 -18.1240 -13.8251
H -13.2305 -17.6119 -11.9460
H -14.8634 -17.6750 -12.5601
H -13.7816 -16.3960 -13.1669
H -13.4664 -19.3521 -13.7382
H -13.3277 -16.9220 -15.5631
H -14.7751 -18.1184 -15.5099
H -13.4672 -17.3049 -17.7731
H -14.2600 -19.0428 -17.7371
H -12.7005 -18.8103 -18.2838
H -11.4887 -18.2667 -12.8781
H -11.7732 -17.1146 -13.8221
C -10.9910 -20.8629 -18.7539
C -12.1667 -21.0516 -19.8199
O -12.1558 -22.4112 -20.3573
O -11.3602 -20.8987 -17.3635
H -10.7578 -19.8077 -18.8964
H -10.2446 -21.6557 -18.8038
H -12.0346 -20.4052 -20.6875
H -13.1837 -20.8695 -19.4725
H -12.3204 -22.3832 -21.3027
H -11.5938 -21.8211 -17.2368
```

Properties
**Lowest unoccupied orbital energy**: 2.17 eV
**E**: -1615.55510 a.u.
**Energy above the lowest of the compared OMol25 structures with the same formula, charge and spin**: 0.0 kcal/mol
**Frontier orbital gap**: 0.241 Ha
**Charge**: -1

---

Entry from the Open Molecules 2025 dataset: 2 unconnected molecules or ions with the total composition C10H21NO2 (ωB97M-V/def2-TZVPD).

Geometry as XYZ:
```
34
Properties=species:S:1:pos:R:3
C -1.2223 1.7732 -1.2106
C 0.2028 1.8007 -0.7004
N 1.1094 1.4961 -1.5327
O 2.4320 1.6036 -1.3349
C 0.4368 2.3570 0.6683
C -0.5148 3.4502 1.2131
C 0.3938 1.1426 1.6856
H -1.9080 1.9882 -0.4303
H -1.4878 0.7106 -1.5491
H -1.3989 2.4040 -2.0457
H 2.7436 2.1611 -0.6148
H 1.4664 2.8114 0.7410
H -0.5096 4.3674 0.5295
H -0.2546 3.7679 2.1343
H -1.5994 2.9852 1.2815
H 1.0652 0.3481 1.4346
H -0.5876 0.5119 1.6457
H 0.5350 1.3373 2.7605
C -1.5573 -1.7543 1.2454
C -0.9649 -1.7510 0.0660
O -1.6285 -1.4409 -0.9984
C 0.3635 -2.2081 -0.1556
C 0.5922 -3.7871 0.0280
C 0.9714 -1.8986 -1.5854
H -0.9458 -1.9545 2.1212
H -2.6163 -1.5518 1.3511
H -1.1287 -1.1284 -1.7407
H 0.9324 -1.6714 0.6018
H 0.5937 -4.2532 -0.9602
H -0.2010 -4.1190 0.5977
H 1.3841 -4.0851 0.6103
H 0.1708 -2.2921 -2.2879
H 1.1946 -0.8035 -1.9040
H 1.9375 -2.3175 -1.6650
```

Properties
**Lowest unoccupied orbital energy**: 0.81 eV
**E**: -598.69577 a.u.
**Energy above the lowest of the compared OMol25 structures with the same formula, charge and spin**: 125.5 kcal/mol
**Frontier orbital gap**: 0.339 Ha
**Charge**: 0
**SMILES string**: C/C(=N/O)C(C)C.C=C(O)C(C)C

---

- What is the formula in the fourth record?
  C10H21N6O5

---

- Which value of E does entry 5 give?
  -1615.55510 a.u.

---

- Number 1 is which compound?
  C10H21N3O2

---

- Look up the frontier orbital gap of the sixth one.
  0.339 Ha